DFT (ωB97M-V with the def2-TZVPD basis set) results for 3 unconnected molecules or ions with the total composition C18H35BrN5O5 at a distorted geometry.

Cartesian coordinates (Å):
C (-2.287, 1.634, 0.826)
C (-0.883, 1.899, 0.827)
N (0.386, 2.779, 0.864)
C (1.355, 2.214, -0.144)
C (0.641, 1.847, -1.616)
C (-0.136, 3.120, -2.294)
N (-1.314, 3.877, -1.711)
O (0.270, 3.530, -3.529)
C (0.920, 2.834, 2.273)
Br (2.966, 2.784, 2.359)
N (0.580, 4.064, 3.067)
C (-0.740, 4.371, 3.126)
C (-1.677, 5.019, 1.933)
C (-1.530, 4.171, 4.588)
C (0.485, 1.402, 2.984)
O (-0.422, 1.240, 3.942)
O (1.234, 0.181, 2.537)
H (-3.388, 1.235, 1.044)
H (2.191, 3.011, -0.449)
H (1.840, 1.175, 0.189)
H (0.021, 0.848, -1.579)
H (1.569, 1.610, -2.329)
H (-0.890, 4.573, -1.057)
H (-1.719, 4.450, -2.493)
H (-2.090, 6.060, 2.347)
H (-1.020, 5.309, 0.989)
H (-2.597, 4.366, 1.624)
H (-0.701, 3.939, 5.412)
H (-2.237, 3.234, 4.561)
H (-2.069, 5.157, 4.919)
C (1.416, -4.399, 4.803)
C (0.840, -3.121, 4.199)
C (-0.497, -3.338, 3.454)
O (-0.360, -3.936, 2.161)
C (-0.231, -5.350, 2.179)
N (1.851, -2.508, 3.325)
H (1.874, -5.051, 4.053)
H (2.199, -4.157, 5.532)
H (0.642, -4.970, 5.327)
H (0.643, -2.433, 5.030)
H (-0.947, -2.354, 3.276)
H (-1.214, -3.899, 4.066)
H (-0.817, -5.808, 2.981)
H (0.820, -5.627, 2.266)
H (-0.595, -5.736, 1.221)
H (1.498, -1.607, 3.000)
H (1.895, -3.071, 2.471)
C (0.483, -2.049, -6.930)
C (-0.110, -0.773, -6.337)
C (0.480, -0.402, -4.957)
O (-0.022, -1.189, -3.872)
C (0.615, -2.448, -3.717)
N (-1.573, -0.908, -6.280)
H (0.094, -2.955, -6.456)
H (0.240, -2.121, -7.997)
H (1.574, -2.055, -6.838)
H (0.132, 0.044, -7.027)
H (0.186, 0.630, -4.732)
H (1.577, -0.415, -4.970)
H (1.677, -2.409, -3.975)
H (0.102, -3.201, -4.317)
H (0.525, -2.748, -2.667)
H (-1.970, -0.020, -5.973)
H (-1.789, -1.547, -5.509)

Computed properties:
* net charge: -1
* electronic energy: -106952.751 eV
* multiplicity: 1
* relative energy (zero: lowest compared OMol25 entry of this formula, charge and spin): 188.43 kcal per mole

Mulliken population analysis, charges in e, atoms 1 to 6: -1.11, 0.34, 0.49, -0.93, -0.23, 0.32

=====

DFT (ωB97M-V with the def2-TZVPD basis set) results for 9 unconnected molecules or ions with the total composition C24H66O21S9 at a distorted geometry.

Cartesian coordinates (Å):
O (-3.697, 2.024, 8.822)
S (-4.451, 1.663, 7.621)
O (-5.635, 2.415, 7.103)
O (-3.450, 1.630, 6.323)
C (-3.924, 1.339, 5.080)
C (-3.023, 1.923, 4.003)
C (-4.965, -0.072, 7.699)
H (-4.939, 1.710, 4.938)
H (-3.875, 0.284, 4.813)
H (-3.039, 1.458, 3.017)
H (-2.023, 1.845, 4.429)
H (-3.232, 2.982, 3.850)
H (-4.106, -0.739, 7.781)
H (-5.400, -0.205, 6.709)
H (-5.662, -0.173, 8.531)
O (1.186, -2.164, 0.278)
S (0.296, -1.229, -0.485)
O (-0.509, -1.682, -1.621)
O (-0.593, -0.342, 0.637)
C (-0.186, -0.216, 1.916)
C (-0.652, -1.468, 2.713)
C (1.386, 0.183, -0.982)
H (-0.614, 0.683, 2.358)
H (0.893, -0.107, 2.026)
H (-0.496, -1.235, 3.766)
H (-0.063, -2.359, 2.494)
H (-1.717, -1.605, 2.530)
H (1.938, -0.293, -1.793)
H (1.944, 0.472, -0.091)
H (0.725, 0.993, -1.289)
O (5.858, -4.956, -5.098)
S (6.461, -3.856, -4.341)
O (7.528, -2.983, -4.851)
O (5.164, -2.797, -4.081)
C (5.562, -1.564, -3.388)
C (4.342, -0.776, -3.255)
C (6.888, -4.338, -2.590)
H (6.237, -1.017, -4.047)
H (5.859, -1.688, -2.346)
H (4.139, -0.242, -4.183)
H (4.508, -0.065, -2.445)
H (3.521, -1.487, -3.161)
H (7.479, -3.513, -2.195)
H (7.515, -5.228, -2.533)
H (5.988, -4.402, -1.978)
O (-4.919, -0.021, -4.504)
S (-3.682, 0.708, -4.188)
O (-3.166, 1.807, -4.973)
O (-3.817, 1.258, -2.639)
C (-4.428, 0.373, -1.705)
C (-3.798, 0.763, -0.388)
C (-2.201, -0.461, -3.991)
H (-4.342, -0.669, -2.013)
H (-5.503, 0.530, -1.793)
H (-4.160, 1.678, 0.080)
H (-2.726, 0.959, -0.398)
H (-3.995, 0.034, 0.398)
H (-2.472, -1.090, -3.144)
H (-1.261, 0.073, -3.847)
H (-2.183, -1.115, -4.862)
O (1.163, 4.171, 4.894)
S (0.961, 3.205, 3.809)
O (0.938, 1.744, 4.028)
O (-0.454, 3.616, 3.030)
C (-0.831, 4.932, 2.895)
C (-1.858, 4.918, 1.720)
C (2.121, 3.605, 2.420)
H (0.021, 5.568, 2.657)
H (-1.145, 5.355, 3.850)
H (-1.936, 5.853, 1.165)
H (-2.844, 4.692, 2.126)
H (-1.564, 4.131, 1.025)
H (2.994, 2.952, 2.407)
H (2.436, 4.646, 2.490)
H (1.480, 3.291, 1.597)
O (-1.497, -6.356, -2.221)
S (-0.400, -5.691, -2.966)
O (0.545, -6.505, -3.732)
O (-0.868, -4.407, -3.953)
C (-0.010, -3.582, -4.623)
C (-0.413, -3.331, -6.049)
C (0.639, -4.811, -1.696)
H (1.006, -3.899, -4.385)
H (-0.045, -2.629, -4.097)
H (0.196, -2.642, -6.635)
H (-1.412, -2.901, -6.123)
H (-0.268, -4.242, -6.630)
H (1.034, -5.644, -1.115)
H (-0.047, -4.170, -1.143)
H (1.455, -4.305, -2.212)
C (1.746, 2.790, -4.551)
S (0.768, 4.002, -3.589)
O (-0.127, 3.259, -2.564)
C (2.210, 4.658, -2.621)
H (2.341, 2.296, -3.783)
H (2.419, 3.283, -5.252)
H (1.140, 2.097, -5.134)
H (1.891, 5.339, -1.832)
H (2.851, 5.184, -3.328)
H (2.799, 3.880, -2.135)
C (6.530, 1.628, 0.113)
S (4.786, 2.242, -0.103)
O (3.837, 1.514, 0.862)
C (5.160, 3.914, 0.620)
H (7.207, 2.119, -0.585)
H (6.473, 0.558, -0.088)
H (6.847, 1.788, 1.144)
H (4.228, 4.463, 0.754)
H (5.824, 4.507, -0.009)
H (5.590, 3.801, 1.616)
C (-4.607, -2.813, 2.291)
S (-4.770, -2.955, 4.140)
O (-5.654, -1.750, 4.448)
C (-5.823, -4.469, 4.160)
H (-3.884, -3.560, 1.964)
H (-4.224, -1.844, 1.970)
H (-5.564, -3.008, 1.806)
H (-5.125, -5.143, 3.663)
H (-6.720, -4.264, 3.576)
H (-6.060, -4.708, 5.197)

Computed properties:
* electronic energy: -166463.232 eV
* multiplicity: 1
* relative energy (zero: lowest compared OMol25 entry of this formula, charge and spin): 110.13 kcal per mole

Mulliken population analysis, charges in e, atoms 1 to 6: -0.60, 1.10, -0.63, -0.29, -0.07, -0.91

=====

DFT (ωB97M-V with the def2-TZVPD basis set) results for C4H10N2 in the gas phase at a distorted geometry.

Cartesian coordinates (Å):
C (-0.441, -1.485, 0.282)
C (-0.466, 0.059, 0.257)
C (-1.649, 0.625, -0.492)
C (1.668, 1.095, -0.060)
N (0.916, -1.681, -0.245)
N (0.720, 0.248, -0.610)
H (-0.574, -2.042, 1.175)
H (-0.964, -2.024, -0.547)
H (-0.509, 0.303, 1.349)
H (-1.822, 0.115, -1.362)
H (-1.619, 1.688, -0.844)
H (-2.623, 0.422, -0.009)
H (1.302, 2.079, 0.418)
H (2.165, 0.675, 0.756)
H (2.433, 1.558, -0.677)
H (1.464, -1.636, 0.608)

Computed properties:
* electronic energy: -7285.667 eV
* multiplicity: 1
* relative energy (zero: lowest compared OMol25 entry of this formula, charge and spin): 114.21 kcal per mole

Mulliken population analysis, charges in e, atoms 1 to 6: -0.64, 0.63, -1.48, -0.85, -0.47, -0.39

=====

DFT (ωB97M-V with the def2-TZVPD basis set) results for a molecular structure, C4H10NO at a distorted geometry.

Cartesian coordinates (Å):
C (-0.889, 1.487, -0.040)
C (0.779, 0.478, 0.555)
C (1.280, -0.470, 1.547)
C (-0.717, -0.628, -1.464)
N (-0.669, 0.038, -0.151)
O (0.174, 1.717, 0.936)
H (-0.708, 2.106, -0.929)
H (-1.904, 1.935, 0.191)
H (1.300, 0.576, -0.469)
H (0.438, -0.664, 2.310)
H (2.192, 0.017, 1.829)
H (1.617, -1.407, 0.938)
H (-1.695, -0.442, -1.960)
H (0.130, -0.222, -2.213)
H (-0.542, -1.748, -1.433)
H (-1.292, -0.489, 0.501)

Computed properties:
* net charge: +1
* electronic energy: -7838.646 eV
* multiplicity: 1
* relative energy (zero: lowest compared OMol25 entry of this formula, charge and spin): 61.60 kcal per mole

Mulliken population analysis, charges in e, atoms 1 to 6: -0.26, 0.12, -0.93, -0.81, -0.05, -0.38

=====

DFT (ωB97M-V with the def2-TZVPD basis set) results for C6H9NO in the gas phase at a distorted geometry.

Cartesian coordinates (Å):
C (-2.314, -0.272, -0.055)
C (-1.109, 0.761, 0.271)
O (-0.091, 1.499, -0.393)
C (1.200, 0.816, -0.091)
C (1.230, -0.447, -0.979)
N (0.513, -1.159, 0.176)
C (1.180, -0.106, 1.112)
C (-0.834, -0.663, -0.107)
H (-2.807, -0.409, -0.946)
H (-2.894, -0.249, 0.795)
H (-1.074, 0.948, 1.336)
H (1.980, 1.580, -0.322)
H (0.799, -0.356, -1.946)
H (2.245, -0.822, -1.075)
H (2.171, -0.562, 1.337)
H (0.682, 0.136, 2.035)
H (-0.875, -0.696, -1.149)

Computed properties:
* electronic energy: -9899.091 eV
* multiplicity: 1
* relative energy (zero: lowest compared OMol25 entry of this formula, charge and spin): 150.19 kcal per mole

Mulliken population analysis, charges in e, atoms 1 to 6: -0.88, -0.06, -0.47, 0.06, -0.57, -0.50

=====

electronic energy of number 3 (C4H10N2)?
-7285.667 eV